Entry 1:
C34H36N3S | the ωB97M-V functional and the def2-TZVPD basis

ORCA input file:
```
! RIJCOSX wB97M-V def2-TZVPD def2/J DEFGRID3
* xyz 1 1
C 7.14 -3.21 0.59
N 6.53 -2.64 -0.60
C 7.07 -3.19 -1.83
C 5.30 -1.98 -0.56
C 5.25 -0.56 -0.53
C 4.04 0.10 -0.52
C 2.80 -0.61 -0.56
C 1.55 0.09 -0.59
C 0.31 -0.55 -0.53
C -0.90 0.00 -0.94
C -2.06 -0.81 -1.19
C -3.01 -0.45 -2.19
C -4.15 -1.20 -2.38
C -4.43 -2.31 -1.55
N -5.65 -2.98 -1.66
C -5.77 -4.25 -2.36
C -6.74 -2.75 -0.72
C -3.47 -2.71 -0.59
C -2.31 -1.97 -0.41
C 2.87 -2.04 -0.57
C 4.08 -2.70 -0.55
H 6.71 -2.76 1.49
H 6.99 -4.31 0.63
H 8.22 -3.02 0.57
H 6.59 -2.71 -2.70
H 8.15 -3.00 -1.87
H 6.91 -4.28 -1.89
H 6.20 -0.02 -0.53
H 4.01 1.20 -0.51
H 1.58 1.17 -0.67
H 0.29 -1.58 -0.15
H -0.93 1.06 -1.22
H -2.83 0.45 -2.79
H -4.90 -0.92 -3.13
H -4.91 -4.40 -3.03
H -5.83 -5.09 -1.66
H -6.69 -4.23 -2.96
H -6.59 -1.79 -0.20
H -7.68 -2.70 -1.28
H -6.81 -3.56 0.02
H -3.67 -3.58 0.03
H -1.60 -2.25 0.37
H 1.95 -2.62 -0.61
H 4.11 -3.80 -0.55
C 0.30 1.71 3.72
N 0.47 2.49 2.50
C 1.62 3.26 2.28
C 1.51 4.03 1.12
C 2.58 4.84 0.72
C 3.76 4.84 1.48
C 3.86 4.04 2.63
C 2.78 3.27 3.06
S -0.02 3.77 0.30
C -0.52 2.62 1.55
C -1.66 1.83 1.48
C -2.89 2.26 0.88
C -3.15 3.62 0.57
C -4.19 3.98 -0.28
C -5.04 2.99 -0.80
C -4.94 1.68 -0.32
C -3.92 1.33 0.55
H -0.75 1.44 3.84
H 0.91 0.79 3.70
H 0.63 2.31 4.57
H 2.46 5.45 -0.17
H 4.60 5.45 1.17
H 4.80 4.03 3.20
H 2.82 2.68 3.98
H -1.62 0.83 1.93
H -2.49 4.39 0.98
H -4.32 5.02 -0.56
H -5.81 3.26 -1.53
H -5.66 0.93 -0.65
H -3.85 0.32 0.95
*
```

The LUMO energy is -5.12 eV. The total energy is -1879.33339 a.u.

Entry 2:
C3H7IN | the ωB97M-V functional and the def2-TZVPD basis

ORCA input file:
```
! RIJCOSX wB97M-V def2-TZVPD def2/J DEFGRID3
* xyz 1 1
C 0.16 -1.25 0.00
C 1.20 -0.26 0.51
C -0.40 0.05 0.41
N -0.75 0.89 -0.86
I -1.58 0.71 2.09
H 0.15 -1.34 -1.03
H -0.01 -2.08 0.60
H 1.48 -0.28 1.54
H 1.96 0.30 0.06
H 0.28 1.05 -1.31
H -1.06 1.81 -0.49
H -1.44 0.42 -1.53
*
```

The LUMO energy is -3.96 eV. The relative energy (zero: lowest compared OMol25 entry of this formula, charge and spin) comes out at 215.4 kJ/mol. The total energy is -470.62123 a.u. Its SMILES is [NH3+]C1(I)CC1.